# C33H40N4P2SSr

A structure of composition C33H40N4P2SSr in a non-equilibrium geometry (wB97M-V/def2-TZVPD, the OMol25 dataset).

**Orbital gap**: 6.0 eV
**DFT total energy**: -2611.978563 Eh

ORCA input file:
```
! RIJCOSX wB97M-V def2-TZVPD def2/J DEFGRID3
* xyz 0 1
Sr -0.8865 0.6173 2.4791
C 3.2800 -5.0725 -1.8022
C 3.4272 -3.8279 -2.2719
C 3.0088 -3.3225 -3.6215
C 1.8410 -4.0602 -4.3083
C 0.6042 -4.1867 -3.4575
C 0.3126 -5.1673 -2.5992
C 1.1459 -6.3921 -2.3290
C 2.6767 -6.2482 -2.5100
C -3.1423 1.9950 2.6387
H 3.6903 -5.3290 -0.8189
H 3.9972 -3.0995 -1.6821
H 3.8735 -3.3440 -4.3099
H 2.7325 -2.2593 -3.5184
H 1.5599 -3.4511 -5.1829
H 2.1853 -5.0236 -4.7011
H -0.1333 -3.3957 -3.6453
H -0.6637 -5.1775 -2.1002
H 0.8114 -7.2283 -2.9707
H 0.9538 -6.7127 -1.2918
H 3.1203 -7.1502 -2.0570
H 2.9300 -6.2815 -3.5759
H -3.2844 2.2417 3.7187
H -4.0633 1.4956 2.2735
H -3.0235 2.9416 2.0803
P -1.7159 0.8620 -0.3368
P 1.1718 1.3881 0.3706
N -2.7496 -0.5820 -0.1258
N -2.7725 1.8340 -1.3480
N 2.0119 -0.1354 0.9314
N 2.6165 2.3855 0.3570
C -0.4898 0.2057 -1.5475
C 0.8726 0.9426 -1.4035
C -3.0226 -1.2693 1.0735
C -3.7857 -2.3844 0.7735
C -3.9919 -2.3985 -0.6403
C -3.3507 -1.2875 -1.1660
C -3.9654 2.4313 -0.8941
C -4.4471 3.2789 -1.8832
C -3.5235 3.2280 -2.9847
C -2.4985 2.3638 -2.6205
C 1.8104 -0.7348 2.1976
C 2.2803 -2.0429 2.1426
C 2.7905 -2.2625 0.8348
C 2.6266 -1.0844 0.1282
C 3.9363 2.1098 -0.0261
C 4.7038 3.2617 0.1494
C 3.8307 4.2875 0.6529
C 2.5659 3.7326 0.7697
H -0.8674 0.3015 -2.5755
H -0.3394 -0.8701 -1.3506
H 1.6988 0.3483 -1.8245
H 0.8825 1.8993 -1.9629
H -2.7780 -0.8746 2.0605
H -4.1616 -3.1178 1.4760
H -4.5526 -3.1278 -1.2085
H -3.2565 -0.9235 -2.1764
H -4.3439 2.2201 0.0947
H -5.3466 3.8832 -1.8412
H -3.5966 3.7655 -3.9199
H -1.6000 2.0681 -3.1437
H 1.5460 -0.1346 3.0679
H 2.2835 -2.7738 2.9458
H 3.2433 -3.1646 0.4348
H 2.8955 -0.8404 -0.8899
H 4.1891 1.1313 -0.4077
H 5.7612 3.3612 -0.0657
H 4.1067 5.3054 0.8876
H 1.6295 4.1359 1.1223
S 0.5280 2.7475 3.9837
C -0.6470 3.8582 4.5183
C -1.0733 4.9388 3.7044
C -2.1257 5.7556 4.1044
C -2.7374 5.5543 5.3556
C -2.1938 4.6150 6.2519
C -1.1386 3.8021 5.8502
H -0.5410 5.1040 2.7690
H -2.4720 6.5590 3.4501
H -3.5961 6.1584 5.6484
H -2.5954 4.5231 7.2661
H -0.6591 3.1003 6.5332
*
```